# 1
Below is a molecular structure, C54H51F12N3O3RuTe, with properties calculated with wB97M-V/def2-TZVPD.

⟨S²⟩: 6.02
calculated total energy: -4039.69671 Eh
Kohn-Sham gap (alpha / beta): 0.21333 / 0.22516 Ha
spin multiplicity: 5
max |F|: 0.87 eV Å⁻¹
HOMO energy (alpha / beta): -0.0740 / -0.0859 hartree
net charge: -2

Geometry as XYZ:
```
125
Properties=species:S:1:pos:R:3:forces:R:3:lowdin_charge:R:1
Ru 0.355 0.078 1.440 0.04 0.36 -0.79 1.6500
C 2.017 -2.224 8.169 0.03 -0.01 0.02 -0.0720
C 1.790 -1.499 6.870 -0.02 0.06 -0.01 -0.2871
C 2.022 -0.135 6.734 0.01 -0.05 -0.02 -0.0544
C 1.742 0.504 5.548 0.07 -0.07 0.11 -0.0330
C 1.187 -0.158 4.429 -0.09 -0.01 -0.23 -0.1991
N 0.683 0.610 3.381 -0.02 -0.02 0.34 -0.0693
C 0.451 1.962 3.734 -0.14 -0.13 -0.17 -0.2552
C -0.419 2.212 4.803 -0.05 0.13 -0.05 -0.0487
C -0.626 3.484 5.295 0.01 0.00 -0.07 -0.0620
C 0.015 4.570 4.707 0.00 -0.05 0.01 -0.2926
C -0.192 5.973 5.211 -0.03 0.03 0.01 -0.0636
C 0.816 4.330 3.602 0.09 0.02 -0.02 0.0058
C 1.040 3.055 3.083 -0.13 0.12 0.02 -0.0509
C 1.830 2.808 1.783 -0.12 0.20 0.03 -0.3573
O 1.185 1.963 0.951 0.09 -0.14 0.09 -0.2224
C 1.976 4.115 0.930 -0.09 0.05 -0.05 -0.5383
F 2.747 5.095 1.469 0.04 0.03 0.05 0.1129
F 2.504 3.860 -0.271 0.02 -0.04 -0.04 0.1505
F 0.773 4.675 0.703 -0.07 -0.02 0.04 0.1342
C 3.276 2.359 2.157 0.09 -0.01 -0.04 -0.5405
F 4.063 2.219 1.083 0.03 0.00 0.00 0.1548
F 3.307 1.220 2.838 0.02 -0.04 0.00 0.1710
F 3.876 3.291 2.953 0.03 -0.01 0.05 0.1159
C 1.195 -1.573 4.486 0.11 0.03 0.14 -0.0465
C 1.422 -2.180 5.723 0.05 -0.03 -0.02 -0.0077
C 1.143 -2.483 3.248 0.15 -0.05 0.02 -0.3663
O 0.925 -1.899 2.064 -0.29 -0.07 0.17 -0.2209
C 0.088 -3.628 3.464 -0.03 0.01 -0.01 -0.5272
F 0.505 -4.629 4.290 -0.04 -0.01 0.04 0.1071
F -0.244 -4.235 2.319 0.03 0.00 -0.02 0.1419
F -1.045 -3.146 4.001 -0.03 0.01 -0.06 0.1477
C 2.560 -3.150 3.106 0.04 -0.01 -0.02 -0.5348
F 3.022 -3.813 4.200 0.04 -0.03 -0.04 0.1105
F 2.563 -4.054 2.107 -0.01 -0.01 -0.01 0.1418
F 3.471 -2.223 2.819 -0.01 0.01 0.03 0.1705
H 1.778 -1.589 9.023 -0.01 0.01 0.02 0.0642
H 3.057 -2.545 8.280 0.03 0.00 0.00 0.0710
H 1.394 -3.117 8.231 -0.02 -0.03 0.00 0.0684
H 2.427 0.439 7.561 -0.01 0.01 0.04 0.1034
H 1.944 1.563 5.471 -0.02 0.00 0.04 0.1140
H -0.902 1.361 5.266 0.00 -0.04 0.02 0.1254
H -1.295 3.634 6.136 0.00 0.01 0.02 0.1046
H -0.596 5.968 6.224 -0.01 0.00 0.02 0.0654
H -0.890 6.528 4.579 -0.01 0.00 -0.02 0.0737
H 0.746 6.530 5.225 0.02 0.01 0.00 0.0717
H 1.292 5.181 3.135 -0.01 0.01 0.00 0.1132
H 1.346 -3.257 5.782 0.00 0.04 0.04 0.1105
C -2.275 3.786 1.950 -0.01 -0.03 0.12 -0.1100
N -2.045 2.477 1.387 0.07 0.11 -0.06 -0.2512
C -2.269 2.508 -0.045 -0.01 -0.16 -0.07 -0.0976
C -2.879 1.503 2.061 0.01 0.01 -0.12 -0.1949
C -2.836 0.131 1.440 0.00 -0.25 0.35 -0.2545
C -4.053 -0.419 1.041 -0.05 0.12 -0.05 -0.0743
C -4.149 -1.720 0.578 -0.01 -0.03 -0.06 -0.1095
C -3.000 -2.491 0.528 0.02 -0.04 0.03 -0.1283
C -1.780 -1.936 0.890 0.01 -0.02 0.07 -0.2010
C -1.650 -0.624 1.355 -0.32 0.07 -0.29 -0.1890
H -3.326 4.112 1.805 0.02 0.00 -0.01 0.0825
H -1.619 4.516 1.484 0.08 0.06 -0.04 0.0733
H -2.068 3.775 3.020 0.02 -0.02 0.06 0.0683
H -3.339 2.662 -0.290 0.02 0.06 -0.01 0.0898
H -1.945 1.581 -0.522 -0.03 0.01 0.10 0.0307
H -1.686 3.321 -0.473 0.05 0.07 -0.03 0.0810
H -3.932 1.858 2.073 0.02 -0.08 -0.02 0.1094
H -2.558 1.429 3.106 0.05 0.10 -0.05 0.1135
H -4.943 0.203 1.081 0.00 -0.02 0.04 0.0950
H -5.103 -2.116 0.251 -0.02 -0.03 0.02 0.0886
H -3.041 -3.521 0.189 -0.01 -0.01 -0.03 0.0943
H -0.887 -2.538 0.815 0.02 -0.02 -0.06 0.0683
C -5.864 -1.803 -6.671 -0.01 0.00 -0.02 -0.0713
C -4.697 -1.616 -5.738 -0.03 0.01 -0.02 -0.2933
C -4.042 -0.399 -5.639 0.01 -0.06 -0.07 -0.0380
C -2.968 -0.213 -4.772 0.08 0.02 -0.05 -0.2975
C -2.342 1.154 -4.720 -0.01 0.05 0.06 -0.0731
C -2.506 -1.266 -3.965 -0.17 0.08 0.19 -0.3545
Te -1.125 -0.873 -2.261 -0.16 -0.02 -0.37 1.5370
N 0.543 -0.350 -0.469 0.42 -0.43 0.63 -0.2344
C 1.846 -0.651 -0.432 -0.33 0.36 0.07 -0.6122
O 2.542 -0.334 0.562 0.44 -0.13 -0.09 -0.0524
C 2.534 -1.395 -1.532 0.11 -0.09 0.04 -0.1507
C 3.620 -0.815 -2.178 0.01 -0.05 0.00 -0.0211
C 4.318 -1.527 -3.138 0.05 -0.09 0.06 -0.0959
C 3.959 -2.836 -3.433 0.04 -0.04 0.05 -0.1123
C 2.895 -3.425 -2.765 0.02 -0.04 -0.01 -0.1024
C 2.177 -2.703 -1.823 -0.01 -0.07 0.03 -0.0350
C 0.464 -0.372 -3.596 -0.12 -0.05 -0.08 -0.3852
C 0.905 -1.306 -4.541 0.02 0.00 -0.10 -0.2915
C 0.293 -2.667 -4.717 -0.07 -0.01 0.06 -0.0851
C 1.960 -0.980 -5.392 -0.02 0.07 0.01 -0.0367
C 2.601 0.242 -5.327 -0.11 0.11 -0.04 -0.2926
C 3.754 0.575 -6.237 -0.01 -0.01 0.01 -0.0621
C 2.146 1.161 -4.393 -0.06 0.01 -0.08 -0.0312
C 1.087 0.884 -3.535 0.00 0.13 0.02 -0.3098
C 0.654 1.961 -2.582 0.04 0.06 0.05 -0.0715
C -3.171 -2.499 -4.069 0.03 -0.07 0.02 -0.3107
C -2.766 -3.714 -3.271 0.02 0.02 0.11 -0.0916
C -4.242 -2.657 -4.946 0.02 0.00 -0.04 -0.0419
H -6.197 -0.848 -7.076 -0.01 0.03 -0.01 0.0639
H -6.711 -2.265 -6.160 -0.01 -0.01 0.02 0.0696
H -5.604 -2.448 -7.514 0.02 -0.01 -0.02 0.0707
H -4.383 0.437 -6.242 -0.01 0.04 -0.03 0.1015
H -2.721 1.783 -5.526 -0.03 0.03 -0.01 0.0679
H -1.258 1.099 -4.802 0.05 0.00 -0.03 0.0594
H -2.560 1.643 -3.767 0.00 0.00 0.04 0.0708
H 3.903 0.197 -1.920 0.01 0.02 0.02 0.1254
H 5.152 -1.064 -3.653 0.01 0.01 -0.03 0.0950
H 4.511 -3.397 -4.178 0.01 -0.01 -0.02 0.0907
H 2.616 -4.450 -2.984 0.01 -0.01 0.00 0.0980
H 1.345 -3.152 -1.293 -0.02 0.02 -0.01 0.1178
H -0.149 -3.028 -3.790 0.06 0.01 0.01 0.0249
H 1.055 -3.377 -5.038 0.03 -0.04 -0.06 0.0708
H -0.502 -2.638 -5.467 -0.03 -0.01 0.01 0.0859
H 2.297 -1.723 -6.108 0.02 -0.02 -0.01 0.1124
H 3.955 -0.244 -6.929 0.01 -0.02 -0.01 0.0665
H 4.666 0.763 -5.666 0.02 0.00 0.03 0.0696
H 3.548 1.472 -6.825 0.00 0.01 -0.01 0.0709
H 2.623 2.133 -4.323 0.03 0.04 0.00 0.1161
H 1.000 2.934 -2.934 0.01 0.03 0.00 0.0777
H 1.044 1.803 -1.574 -0.05 -0.01 0.00 0.0600
H -0.433 1.981 -2.499 -0.04 0.02 0.06 0.0314
H -2.351 -3.448 -2.301 -0.02 -0.02 0.00 0.0166
H -2.001 -4.287 -3.801 0.02 -0.01 -0.02 0.0712
H -3.621 -4.372 -3.113 -0.03 -0.02 0.00 0.0696
H -4.738 -3.622 -5.002 -0.03 -0.03 0.01 0.1081
```
Positions in Å, forces in eV/Å.

# 2
Below is a molecular structure, C54H53BiIN4O5P, with properties calculated with wB97M-V/def2-TZVPD.

calculated total energy: -3538.34677 Eh
Kohn-Sham gap: 0.20471 Ha
spin multiplicity: 1
max |F|: 0.31 eV Å⁻¹
HOMO energy: -0.1961 hartree
net charge: 0

Geometry as XYZ:
```
119
Properties=species:S:1:pos:R:3:forces:R:3:lowdin_charge:R:1
Bi -0.005 0.024 1.049 -0.25 -0.10 0.15 1.7133
O -3.864 -2.843 2.767 -0.02 0.06 0.10 0.1254
C -3.303 -2.353 1.650 0.03 -0.10 0.02 -0.4871
O -3.501 -1.234 1.258 0.00 0.19 -0.11 0.0823
C -2.427 -3.378 0.943 -0.18 -0.09 -0.15 -0.1054
O -1.085 -2.986 0.885 0.00 0.14 0.00 -0.1715
C -0.339 -3.350 2.024 0.16 -0.06 0.03 -0.1279
C -0.497 -2.375 3.186 0.11 0.02 -0.16 -0.6503
O -0.513 -2.767 4.333 0.01 -0.03 0.08 0.0663
O -0.578 -1.120 2.839 -0.01 0.10 0.11 -0.3358
H -4.356 -2.116 3.182 0.03 -0.06 -0.04 0.1336
H -2.776 -3.444 -0.090 0.02 0.00 0.02 0.1349
H -2.532 -4.351 1.430 -0.01 0.00 -0.03 0.1374
H 0.707 -3.320 1.701 -0.02 -0.08 0.12 0.0880
H -0.564 -4.369 2.351 -0.05 0.03 0.01 0.1440
I 2.824 -1.034 3.597 -0.04 0.08 -0.06 1.1345
C 3.047 -3.071 3.242 -0.01 0.01 0.03 -0.6305
C 2.961 -3.878 4.343 0.00 0.00 0.01 -0.1546
C 3.383 -5.219 4.286 0.00 0.02 -0.01 -0.0681
C 3.980 -5.674 3.151 0.00 0.01 -0.01 -0.0344
C 4.069 -4.859 1.996 -0.03 -0.03 0.03 -0.1636
C 4.770 -5.339 0.866 0.00 0.01 -0.04 -0.0260
C 4.884 -4.572 -0.250 0.01 -0.01 0.01 -0.0537
C 4.159 -3.370 -0.329 0.02 0.04 0.00 -0.0965
C 3.405 -2.885 0.715 0.07 0.16 -0.03 -0.2856
P 2.111 -1.705 0.048 0.04 -0.06 -0.10 0.9435
C 3.236 -0.586 -0.875 0.04 -0.04 0.00 -0.3778
C 3.303 -0.630 -2.264 -0.02 0.02 0.00 -0.1099
C 4.201 0.178 -2.951 0.00 0.02 0.01 -0.0830
C 5.052 1.021 -2.252 0.00 -0.01 0.00 -0.0827
C 5.011 1.047 -0.863 0.00 0.02 0.01 -0.0813
C 4.108 0.249 -0.179 -0.07 0.07 0.01 -0.1219
C 1.249 -2.757 -1.061 -0.02 -0.17 0.09 -0.3706
C 1.239 -4.152 -0.810 0.08 0.14 -0.08 -0.1632
C 0.332 -5.026 -1.341 -0.10 0.00 -0.04 -0.1293
C -0.778 -4.479 -2.063 0.06 -0.06 0.03 -0.1341
C -0.838 -3.179 -2.383 -0.05 0.01 -0.03 -0.0697
C 0.322 -2.232 -2.158 0.12 -0.01 0.02 -0.3263
C 3.481 -3.560 1.977 -0.06 -0.11 -0.01 -0.2165
H 2.609 -3.465 5.278 -0.02 0.00 0.01 0.0934
H 3.295 -5.847 5.162 -0.01 -0.01 0.01 0.1071
H 4.402 -6.671 3.105 0.01 -0.01 0.00 0.1127
H 5.229 -6.319 0.923 0.00 -0.01 0.00 0.1153
H 5.445 -4.913 -1.110 0.01 0.00 0.00 0.1091
H 4.120 -2.872 -1.288 0.01 -0.01 0.02 0.1026
H 2.667 -1.319 -2.803 -0.02 -0.02 -0.02 0.0892
H 4.245 0.137 -4.032 0.00 0.00 -0.01 0.1041
H 5.758 1.644 -2.785 0.01 0.01 -0.01 0.1022
H 5.688 1.687 -0.312 0.01 0.00 0.00 0.1075
H 4.086 0.263 0.906 -0.01 -0.01 0.02 0.0745
H 1.974 -4.566 -0.131 -0.01 -0.02 0.02 0.0899
H 0.381 -6.080 -1.112 0.00 -0.02 0.00 0.0784
H -1.619 -5.119 -2.312 -0.01 -0.01 -0.01 0.0986
H -1.717 -2.763 -2.862 0.01 -0.01 0.01 0.0899
H 0.882 -2.140 -3.106 -0.03 0.02 0.04 0.1146
C -0.319 3.296 -0.096 0.01 -0.01 -0.04 -0.0846
N 0.835 2.404 -0.218 0.03 0.01 -0.07 -0.3140
C 1.318 2.427 -1.597 0.05 -0.03 0.02 -0.0668
C 1.906 2.852 0.670 0.02 -0.02 0.01 -0.1864
C 1.565 2.651 2.123 -0.04 0.00 0.02 -0.2708
C 1.994 3.598 3.050 -0.01 0.02 0.00 -0.0538
C 1.696 3.454 4.395 0.00 0.02 0.00 -0.0893
C 0.941 2.368 4.814 -0.02 -0.01 0.01 -0.0915
C 0.510 1.424 3.892 0.02 -0.01 -0.01 -0.2078
C 0.833 1.538 2.539 0.15 0.06 -0.01 -0.3835
H -0.052 4.317 -0.408 -0.01 0.01 0.00 0.1002
H -0.655 3.318 0.938 0.00 0.01 0.02 0.0570
H -1.133 2.936 -0.725 -0.03 0.01 0.00 0.0669
H 1.670 3.434 -1.868 -0.01 0.00 -0.01 0.1006
H 0.513 2.152 -2.272 -0.02 -0.02 -0.02 0.0636
H 2.142 1.726 -1.718 0.02 -0.01 0.00 0.0644
H 2.137 3.912 0.477 0.00 0.00 0.02 0.1275
H 2.800 2.284 0.415 0.04 -0.02 -0.02 0.0987
H 2.561 4.458 2.711 0.01 0.01 -0.01 0.1073
H 2.039 4.193 5.109 0.00 0.00 0.00 0.0995
H 0.684 2.253 5.860 0.00 0.00 0.01 0.1025
H -0.076 0.578 4.225 0.00 -0.03 0.01 0.0796
N -0.288 -0.919 -1.857 -0.06 -0.02 -0.02 0.0982
C -0.773 -0.251 -2.824 -0.02 0.08 -0.02 -0.2428
C -1.756 0.838 -2.543 0.05 0.00 0.01 -0.1808
C -2.640 0.687 -1.479 0.00 0.02 0.02 -0.0441
C -3.614 1.644 -1.236 0.02 0.03 0.01 -0.0773
C -3.706 2.765 -2.048 -0.01 0.01 0.01 -0.0905
C -2.827 2.923 -3.114 -0.01 0.01 0.00 -0.0771
C -1.870 1.955 -3.371 0.02 -0.01 -0.01 -0.0439
C -0.526 -0.511 -4.280 -0.04 0.01 -0.05 -0.1933
C 0.701 -0.196 -4.852 0.02 0.04 -0.01 -0.0385
C 0.914 -0.391 -6.209 0.00 -0.01 0.01 -0.0725
C -0.099 -0.905 -7.005 -0.01 0.00 0.00 -0.0854
C -1.331 -1.208 -6.442 0.02 0.01 -0.02 -0.0699
C -1.547 -1.000 -5.089 0.01 -0.01 0.02 -0.0265
H -2.580 -0.198 -0.863 -0.01 -0.08 0.10 0.0806
H -4.305 1.496 -0.416 -0.01 0.00 0.03 0.0974
H -4.474 3.507 -1.869 0.00 0.02 0.00 0.0902
H -2.901 3.792 -3.755 0.00 0.00 0.00 0.1038
H -1.206 2.064 -4.221 0.00 -0.01 0.01 0.1201
H 1.488 0.215 -4.231 0.01 -0.01 0.02 0.0982
H 1.874 -0.142 -6.645 0.01 0.00 -0.01 0.1023
H 0.068 -1.063 -8.062 0.00 0.00 -0.01 0.1011
H -2.127 -1.604 -7.059 0.00 0.00 -0.01 0.1040
H -2.514 -1.224 -4.652 -0.01 0.00 0.00 0.1214
N -2.209 1.496 2.070 0.09 -0.15 -0.05 0.1681
C -2.920 2.405 2.120 -0.05 0.05 0.12 -0.2540
N -3.710 3.456 2.163 -0.02 0.03 -0.12 -0.0915
C -5.163 3.308 2.189 -0.03 0.00 -0.01 -0.1413
C -5.794 4.346 1.271 -0.01 0.00 0.02 -0.1750
C -5.305 5.751 1.621 0.00 0.00 -0.01 -0.1976
C -3.779 5.825 1.603 0.00 -0.03 -0.01 -0.1765
C -3.183 4.772 2.525 0.00 0.03 0.08 -0.1386
H -5.518 3.452 3.217 0.00 -0.02 -0.01 0.1294
H -5.411 2.292 1.885 0.00 0.01 0.00 0.1253
H -6.880 4.285 1.354 0.00 0.00 -0.01 0.1155
H -5.530 4.110 0.236 0.01 0.00 0.00 0.0985
H -5.668 6.021 2.619 0.00 0.00 0.01 0.1150
H -5.725 6.479 0.925 -0.01 0.01 0.00 0.1108
H -3.436 6.813 1.913 0.00 0.01 0.01 0.1144
H -3.412 5.652 0.588 0.01 0.00 -0.02 0.1154
H -3.457 4.988 3.566 0.03 0.00 0.00 0.1302
H -2.096 4.740 2.465 0.00 -0.01 -0.02 0.1227
```
Positions in Å, forces in eV/Å.